The following is a DFT calculation (ωB97M-V/def2-TZVPD) of a structure of composition C16H41O12V2 at a distorted geometry.

Cartesian coordinates (Å):
1 V -3.584255 -1.167519 -4.917368
2 V -2.479455 4.265131 -1.878608
3 O -2.437445 5.147321 -0.530468
4 O -2.325125 -1.086609 -5.913788
5 O 0.603125 -0.628359 -0.836508
6 O -5.392675 -1.804469 0.684562
7 O -1.765845 1.694231 5.774662
8 O -0.752665 1.063141 -0.928268
9 O 2.625585 -4.458499 -1.564698
10 O 2.615415 3.311541 4.541362
11 O -4.084845 -2.679689 -5.013448
12 O 5.491935 3.619651 -4.059988
13 O -1.216455 4.625621 -2.781788
14 O -1.506885 -0.745919 -1.593748
15 C -5.396465 -3.200279 1.082872
16 C 4.819135 2.410171 -3.723148
17 C -4.154655 1.496861 5.783832
18 C 3.040155 2.541111 2.378522
19 C 5.864405 1.433361 -3.149418
20 C -2.816875 2.359511 3.721042
21 C 3.011835 3.752951 3.288502
22 C -5.685435 -4.113799 -0.157028
23 C 4.020345 2.005511 -4.901868
24 C -2.922255 2.301791 5.270582
25 C 2.290695 -5.142309 -2.757238
26 C 4.335925 4.540081 3.372362
27 C 0.981385 -5.852259 -2.435928
28 C -6.326675 -3.381509 2.336542
29 C 2.055575 -4.186089 -3.924868
30 C -0.580035 -0.109699 -1.106328
31 H -3.159535 3.283551 5.680422
32 H -1.845485 2.728171 3.391512
33 H -5.097425 1.964651 5.500182
34 H 5.364425 0.475851 -3.003498
35 H 6.179565 3.380151 -4.685598
36 H 0.190075 -5.248389 -1.991758
37 H -4.876125 -4.035089 -0.882928
38 H 5.119645 4.082031 3.975742
39 H -6.612195 -3.798619 -0.636478
40 H 3.230025 2.725211 -5.115198
41 H 2.237395 1.866221 2.675512
42 H 6.283685 1.792031 -2.209388
43 H -4.582765 -1.718859 0.176302
44 H -4.054415 0.520681 5.309362
45 H 4.817705 4.790691 2.427282
46 H -7.139285 -2.656779 2.386922
47 H 2.286845 4.479121 2.920842
48 H 0.570995 -6.238249 -3.369038
49 H 2.181985 -4.743779 -4.852828
50 H 3.234235 2.642041 4.842092
51 H 0.973325 0.209661 -0.549668
52 H 4.021485 2.071131 2.313722
53 H 3.600995 1.001641 -4.834988
54 H 1.116495 -3.634589 -3.970298
55 H 2.008065 -3.724669 -1.522738
56 H -3.684385 2.873301 3.306852
57 H -0.995715 2.139481 5.413762
58 H 1.284475 -6.637559 -1.743448
59 H 6.750795 1.262971 -3.760468
60 H -5.767625 -3.195579 3.253592
61 H 4.134035 2.766951 -2.954078
62 H -6.676175 -4.409329 2.434252
63 H -4.104955 1.482461 6.872602
64 H 2.891375 2.800301 1.330292
65 H 3.014595 -5.917129 -3.009648
66 H 4.701035 1.879141 -5.743778
67 H 4.216545 5.559561 3.739142
68 H -4.405975 -3.534299 1.391852
69 H -5.714165 -5.193919 -0.013448
70 H 2.848865 -3.439049 -3.898148
71 H -2.869895 1.337871 3.344822

Atoms 1-3, force components in eV/Å:
V 2.691 -3.643 -2.041
V 3.077 1.845 1.991
O 0.021 -1.982 -3.428

The net charge is +1. For the strongest force on any atom, the calculation gives 6.67 eV/A. For the HOMO-LUMO gap, the calculation gives 3.35 eV. The relative energy (zero: lowest compared OMol25 entry of this formula, charge and spin) comes out at 760.8 kJ/mol.

Löwdin atomic charge list, values in e, 4 entries:
1 V 1.28
2 V 1.26
3 O -0.22
4 O -0.21